Molecular formula: C12H22F2O9
Method: DFT, ωB97M-V/def2-TZVPD

The calculation puts the HOMO-LUMO gap at 10.30 eV. The total energy comes out at -1347.2672 Eh. The value obtained for the LUMO energy is 0.46 eV.

```
45
Properties=species:S:1:pos:R:3:mulliken_charge:R:1
O -29.74 2.27 -1.39 -0.5410
C -28.57 2.04 -1.25 0.6850
O -27.56 2.66 -1.82 -0.3134
C -26.35 2.53 -1.04 -0.4426
C -26.71 1.22 -0.27 0.2732
F -26.30 1.22 1.01 -0.2881
O -28.10 1.18 -0.32 -0.3159
H -25.39 2.72 -1.50 0.3405
H -26.47 3.39 -0.36 0.2768
H -26.28 0.37 -0.80 0.3142
O -29.72 0.04 -6.67 -0.5300
C -29.95 1.10 -6.19 0.6472
O -29.25 1.70 -5.21 -0.3051
C -29.94 2.80 -4.63 -0.1443
C -30.96 3.08 -5.77 0.3553
F -30.52 4.13 -6.53 -0.2914
O -30.97 1.92 -6.57 -0.3513
H -30.38 2.54 -3.67 0.2858
H -29.28 3.66 -4.50 0.0064
H -31.98 3.29 -5.46 0.2870
C -26.77 4.55 -5.69 0.2546
C -26.09 4.62 -7.05 -0.8236
C -25.80 3.10 -7.28 -0.4639
O -26.02 2.47 -6.00 -0.3996
C -26.04 3.45 -4.96 0.0549
H -27.80 4.23 -5.83 -0.3071
H -26.82 5.57 -5.28 0.3338
H -25.14 5.15 -7.05 0.3299
H -26.84 5.02 -7.74 0.3322
H -24.73 3.00 -7.47 0.2812
H -26.47 2.67 -8.02 0.2567
H -25.02 3.62 -4.61 0.3741
H -26.73 3.10 -4.19 -0.2061
C -29.82 7.25 -3.71 -0.2779
O -29.64 7.67 -2.36 -0.5321
H -28.95 6.82 -4.19 0.0171
H -30.55 6.45 -3.57 0.1977
H -30.30 7.97 -4.39 0.3096
H -30.48 7.91 -1.97 0.3141
C -25.74 -0.70 -8.26 -0.3581
O -25.64 -1.73 -9.23 -0.5598
H -26.24 -1.05 -7.36 0.2413
H -24.74 -0.34 -7.99 0.2593
H -26.27 0.15 -8.69 0.1320
H -25.32 -1.43 -10.08 0.2913
```